1.
# C2H10O3

4 unconnected molecules or ions with the total composition C2H10O3 (ωB97M-V/def2-TZVPD, the OMol25 dataset).

Last column: Mulliken charge in e.
CARTESIAN COORDINATES (ANGSTROEM)
C1 -5.51 -0.68 -3.43  -0.45
C2 -4.25 -0.38 -3.67  -0.41
H1 -5.88 -1.00 -2.47  0.22
H2 -6.28 -0.76 -4.19  0.21
H3 -3.52 -0.16 -2.88  0.22
H4 -3.85 -0.29 -4.67  0.21
H5 2.64 -1.93 4.00  0.32
H6 1.66 -3.10 3.82  0.31
O1 2.28 -2.55 3.35  -0.61
H7 4.14 -1.73 0.80  0.31
H8 4.14 -3.20 0.88  0.31
O2 4.66 -2.45 1.19  -0.63
H9 3.89 6.04 1.94  0.32
H10 2.71 6.46 2.86  0.32
O3 3.16 5.71 2.46  -0.64

Calculated values
- SMILES = C=C.O.O.O
- 2S+1 = 1
- LUMO (eV) = 1.0
- orbital gap (eV) = 11.1
- relative energy (zero: lowest compared OMol25 entry of this formula, charge and spin) (kJ/mol) = 114.2


2.
# C12H28BBr3F4Li2N3O6

A molecular structure, C12H28BBr3F4Li2N3O6 at a distorted geometry (ωB97M-V/def2-TZVPD, the OMol25 dataset).

Last column: Mulliken charge in e.
CARTESIAN COORDINATES (ANGSTROEM)
N1 2.20 0.12 -2.90  -0.67
B1 0.88 0.12 -2.09  1.10
C1 -0.51 0.26 -2.99  -0.49
C2 -1.43 -0.91 -2.65  0.65
O1 -1.11 -2.01 -3.47  -0.66
C3 -2.87 -0.56 -2.92  0.65
F1 -3.11 -0.30 -4.20  -0.26
F2 -3.16 0.53 -2.14  -0.23
F3 -3.71 -1.55 -2.62  -0.26
H1 2.12 0.52 -3.83  0.17
H2 2.65 -0.77 -2.92  0.07
H3 0.81 -0.93 -1.47  -0.59
H4 0.92 1.03 -1.24  -0.22
H5 -0.96 1.25 -2.77  -0.52
H6 -0.36 0.23 -4.07  0.23
H7 -1.36 -1.17 -1.59  -0.07
H8 -0.27 -2.38 -3.15  0.36
C4 1.53 -1.35 2.67  -0.22
C5 0.29 -0.71 3.30  -0.90
C6 -0.23 0.16 2.15  -0.47
O2 0.12 -0.49 0.96  -0.39
C7 1.06 -1.55 1.23  0.15
H9 1.84 -2.28 3.15  0.42
H10 2.37 -0.66 2.69  0.20
H11 -0.44 -1.47 3.55  0.18
H12 0.51 -0.15 4.21  0.33
H13 0.26 1.17 2.15  0.49
H14 -1.31 0.31 2.20  0.23
H15 0.53 -2.50 1.11  -0.14
H16 1.88 -1.52 0.52  0.02
Li1 0.57 1.47 4.09  0.85
C8 2.50 -4.89 -0.80  0.33
Br1 2.51 -3.22 -1.74  -0.10
Br2 0.85 -5.88 -1.13  -0.23
Br3 4.02 -5.95 -1.09  0.04
H17 2.52 -4.67 0.27  -0.18
C9 4.77 -5.20 2.50  0.51
O3 4.55 -5.70 3.63  -0.75
O4 5.86 -5.36 1.84  -0.73
O5 3.87 -4.47 1.87  -0.60
Li2 -2.17 2.09 -1.33  0.86
N2 -0.69 -5.55 1.81  -0.65
H18 -0.46 -6.41 2.32  0.54
H19 -0.23 -4.75 2.27  0.33
H20 -0.34 -5.63 0.83  -0.04
H21 -1.71 -5.41 1.80  0.58
F4 -0.94 2.43 5.61  -0.90
C10 -1.68 5.65 -0.13  0.17
O6 -0.66 5.10 -0.51  -0.66
N3 -2.03 6.91 -0.43  0.09
C11 -3.26 7.51 0.06  -0.90
C12 -1.14 7.69 -1.27  -0.92
H22 -2.42 5.14 0.52  0.31
H23 -3.88 7.81 -0.78  0.34
H24 -3.02 8.39 0.67  0.33
H25 -3.81 6.80 0.67  0.29
H26 -1.01 7.20 -2.23  0.29
H27 -0.16 7.78 -0.79  0.30
H28 -1.55 8.69 -1.41  0.37

Calculated values
- 2S+1 = 1
- LUMO (eV) = -0.2
- orbital gap (eV) = 1.4
- charge = -1


3.
# C57H81AsBGeHfN8O2S4

A molecular structure, C57H81AsBGeHfN8O2S4 at a distorted geometry (ωB97M-V/def2-TZVPD, the OMol25 dataset).

Last column: Mulliken charge in e.
CARTESIAN COORDINATES (ANGSTROEM)
Hf1 1.83 -0.53 -0.96  1.65
C1 -0.66 -1.08 3.70  -1.73
C2 -1.64 -0.77 2.61  0.07
C3 -2.97 -1.02 2.76  -1.06
C4 -3.88 -0.67 1.75  -0.40
N1 -3.47 -0.02 0.69  -0.52
N2 -2.18 0.27 0.55  1.00
B1 -1.99 1.35 -0.58  -0.24
N3 -3.39 1.92 -0.99  0.38
N4 -4.34 2.62 -0.38  -0.47
C5 -5.40 2.88 -1.10  0.16
C6 -5.54 2.40 -2.43  -0.33
C7 -4.55 1.68 -3.05  -0.05
C8 -4.61 1.16 -4.45  -1.63
C9 -3.43 1.48 -2.23  0.52
S1 -1.85 0.76 -2.43  -0.24
C10 -6.51 3.72 -0.48  2.12
C11 -6.83 4.90 -1.41  -1.77
C12 -6.08 4.27 0.88  -1.59
C13 -7.75 2.83 -0.31  -1.50
N5 -1.05 2.46 -0.06  0.33
N6 -1.66 2.99 1.02  -0.01
C14 -1.15 4.06 1.56  0.08
C15 -0.01 4.68 0.99  -0.93
C16 0.63 4.11 -0.07  0.23
C17 1.86 4.72 -0.67  -1.54
C18 0.10 2.88 -0.57  0.54
S2 0.98 1.98 -1.75  -0.33
C19 -1.82 4.62 2.80  2.42
C20 -2.97 3.71 3.25  -1.88
C21 -2.37 6.02 2.46  -1.62
C22 -0.78 4.73 3.91  -1.79
C23 -1.23 -0.15 1.40  1.43
S3 0.47 0.16 1.16  -0.10
C24 -5.38 -0.90 1.85  2.16
C25 -5.70 -2.05 2.81  -2.01
C26 -5.98 0.41 2.39  -1.61
C27 -5.97 -1.21 0.47  -1.48
H1 -1.15 -1.62 4.51  0.50
H2 -0.24 -0.15 4.10  0.41
H3 0.19 -1.67 3.33  0.11
H4 -3.33 -1.50 3.67  0.45
H5 -6.46 2.62 -2.97  0.46
H6 -5.56 1.40 -4.92  0.44
H7 -4.48 0.08 -4.46  0.34
H8 -3.80 1.59 -5.05  0.35
H9 -5.95 5.52 -1.60  0.38
H10 -7.59 5.53 -0.94  0.48
H11 -7.24 4.58 -2.37  0.35
H12 -5.19 4.89 0.80  0.20
H13 -5.88 3.47 1.60  0.19
H14 -6.89 4.89 1.28  0.56
H15 -8.11 2.46 -1.27  0.39
H16 -8.56 3.41 0.14  0.50
H17 -7.54 1.98 0.34  0.12
H18 0.36 5.60 1.42  0.46
H19 2.06 5.69 -0.22  0.50
H20 1.75 4.84 -1.75  0.35
H21 2.73 4.08 -0.50  0.10
H22 -3.71 3.58 2.47  0.19
H23 -3.45 4.15 4.13  0.62
H24 -2.60 2.72 3.53  0.17
H25 -3.11 5.97 1.66  0.26
H26 -1.58 6.71 2.17  0.36
H27 -2.87 6.43 3.34  0.48
H28 -0.33 3.76 4.13  0.31
H29 -1.25 5.09 4.82  0.47
H30 0.02 5.43 3.67  0.37
H31 -5.45 -1.81 3.84  0.40
H32 -5.19 -2.98 2.53  0.38
H33 -6.78 -2.25 2.78  0.46
H34 -5.57 0.66 3.37  0.37
H35 -7.06 0.31 2.49  0.56
H36 -5.75 1.24 1.71  0.07
H37 -5.57 -2.15 0.07  0.24
H38 -5.75 -0.41 -0.24  0.11
H39 -7.05 -1.31 0.55  0.52
C28 1.01 -3.87 1.79  -1.46
C29 -0.27 -3.56 1.03  -0.01
As1 -0.09 -2.77 -0.75  0.10
C30 -1.97 -2.53 -1.28  0.62
C31 -2.98 -3.37 -0.50  -1.25
C32 0.41 -4.28 -1.89  0.39
C33 -0.30 -5.60 -1.62  -1.46
H40 0.76 -4.26 2.77  0.54
H41 1.62 -2.98 1.93  0.11
H42 1.61 -4.62 1.28  0.21
H43 -0.90 -2.87 1.59  -0.26
H44 -0.86 -4.46 0.88  0.86
H45 -1.98 -2.78 -2.34  0.89
H46 -2.22 -1.48 -1.21  -1.19
H47 -2.76 -4.44 -0.52  0.32
H48 -3.97 -3.24 -0.95  0.46
H49 -3.05 -3.06 0.54  0.08
H50 1.48 -4.38 -1.83  -0.32
H51 0.19 -3.93 -2.90  0.61
H52 -0.15 -5.95 -0.59  0.31
H53 0.10 -6.37 -2.27  0.46
H54 -1.37 -5.55 -1.81  0.30
O1 3.41 0.58 -1.91  -0.39
C34 3.75 1.07 -0.78  0.44
O2 3.06 0.68 0.22  0.34
C35 4.99 1.84 -0.57  -0.70
C36 6.07 0.75 -0.42  -1.58
Ge1 5.62 -0.96 0.47  0.93
C37 7.23 -2.04 0.36  0.34
C38 7.31 -3.23 -0.36  0.06
C39 8.48 -3.97 -0.39  -0.87
C40 9.59 -3.53 0.32  -0.53
C41 9.52 -2.35 1.05  -0.78
C42 8.35 -1.61 1.07  -0.70
C43 5.03 -0.89 2.32  0.28
C44 5.25 -2.03 3.09  -0.37
C45 4.90 -2.08 4.43  -0.89
C46 4.33 -0.96 5.03  -0.56
C47 4.13 0.19 4.29  -0.73
C48 4.47 0.23 2.94  0.08
C49 4.26 -2.02 -0.61  0.05
C50 4.44 -2.18 -2.00  0.20
C51 4.25 -3.41 -2.62  -0.57
C52 3.89 -4.52 -1.87  -1.27
C53 3.64 -4.38 -0.51  -1.38
C54 3.81 -3.15 0.10  0.08
H55 4.90 2.42 0.35  0.35
H56 5.21 2.50 -1.41  0.58
H57 6.92 1.15 0.13  0.54
H58 6.44 0.47 -1.41  0.49
H59 6.45 -3.60 -0.92  0.29
H60 8.53 -4.89 -0.95  0.43
H61 10.51 -4.10 0.30  0.42
H62 10.39 -2.00 1.60  0.44
H63 8.31 -0.70 1.67  0.36
H64 5.74 -2.90 2.66  0.44
H65 5.08 -2.97 5.02  0.48
H66 4.07 -0.98 6.08  0.45
H67 3.71 1.08 4.76  0.49
H68 4.30 1.14 2.39  0.10
H69 4.82 -1.36 -2.60  0.33
H70 4.45 -3.51 -3.68  0.59
H71 3.81 -5.49 -2.34  0.47
H72 3.37 -5.25 0.08  0.52
H73 3.69 -3.08 1.18  0.77
C55 2.27 -2.73 -5.85  -0.74
N7 2.58 -1.31 -5.63  -0.13
C56 2.19 -0.56 -4.61  0.50
S4 1.20 -1.27 -3.36  -0.30
N8 2.50 0.72 -4.59  0.15
C57 3.29 1.40 -5.62  -1.30
H74 3.10 -3.17 -6.40  0.37
H75 1.35 -2.83 -6.43  0.28
H76 2.16 -3.23 -4.90  0.20
H77 3.06 -0.85 -6.39  0.26
H78 2.23 1.25 -3.77  -0.04
H79 2.80 1.31 -6.59  0.45
H80 4.30 1.00 -5.67  0.41
H81 3.34 2.45 -5.37  0.35

Calculated values
- 2S+1 = 1
- LUMO (eV) = -7.6
- orbital gap (eV) = 6.9
- relative energy (zero: lowest compared OMol25 entry of this formula, charge and spin) (kJ/mol) = 0.0
- charge = +3


4.
# C5H9NO

A single C5H9NO molecule (ωB97M-V/def2-TZVPD, the OMol25 dataset).

Last column: Mulliken charge in e.
CARTESIAN COORDINATES (ANGSTROEM)
C1 0.13 1.94 0.96  -1.40
C2 -0.79 0.92 0.28  0.31
C3 -0.21 0.33 -1.03  -0.75
N1 0.11 -0.87 -0.29  0.14
C4 0.66 -2.14 -0.69  -0.94
C5 -0.53 -0.49 0.86  0.35
O1 -0.75 -1.06 1.90  -0.65
H1 1.12 1.50 1.02  0.35
H2 -0.22 2.15 1.97  0.34
H3 0.19 2.88 0.40  0.35
H4 -1.83 1.24 0.25  0.37
H5 -0.95 0.16 -1.83  0.28
H6 0.66 0.86 -1.44  0.30
H7 0.76 -2.76 0.20  0.33
H8 0.01 -2.65 -1.41  0.30
H9 1.65 -2.00 -1.14  0.30

Calculated values
- SMILES = C[C@H]1CN(C)C1=O
- 2S+1 = 1
- LUMO (eV) = 0.9
- orbital gap (eV) = 10.3
- relative energy (zero: lowest compared OMol25 entry of this formula, charge and spin) (kJ/mol) = 91.2


Which of these has the lowest orbital gap?
C12H28BBr3F4Li2N3O6